Record 1
Entry from the OMol25 dataset: a single C4H7N3 molecule (ωB97M-V with the def2-TZVPD basis set).

Last column: Löwdin charge in e.
CARTESIAN COORDINATES (ANGSTROEM)
H (2.17, 1.29, -0.02)  0.03
N (2.58, 0.34, 0.02)  0.08
C (1.68, -0.54, 0.02)  -0.28
N (0.31, -0.30, -0.10)  -0.17
C (-0.25, 1.07, 0.03)  -0.15
C (-1.76, 0.86, -0.03)  -0.15
C (-1.79, -0.65, 0.08)  -0.15
N (-0.66, -1.26, -0.02)  0.08
H (1.92, -1.60, 0.04)  0.11
H (0.23, 1.62, -0.83)  0.13
H (0.11, 1.55, 1.00)  0.14
H (-2.29, 1.19, -0.95)  0.12
H (-2.36, 1.33, 0.78)  0.12
H (-2.69, -1.26, 0.10)  0.10

Computed properties:
E_HOMO	-8.4684	eV
gap between HOMO and LUMO	9.3	eV
SMILES string	[H]/N=C\N1CCC=N1
E_LUMO	0.0297	Ha
max |F|	2.1	eV Å⁻¹
relative energy (zero: lowest compared OMol25 entry of this formula, charge and spin)	137.76	kJ/mol

***

Record 2
Entry from the OMol25 dataset: a single C11H13O2PSi molecule (ωB97M-V with the def2-TZVPD basis set).

Last column: Löwdin charge in e.
CARTESIAN COORDINATES (ANGSTROEM)
C (4.39, 2.11, -0.50)  -0.09
C (3.19, 2.39, 0.11)  -0.04
C (4.76, 0.84, -0.80)  0.01
C (2.27, 1.37, 0.20)  -0.01
C (3.92, -0.29, -0.41)  -0.18
C (2.63, 0.04, 0.00)  -0.17
C (4.54, -1.45, -0.36)  -0.09
C (1.46, -0.86, 0.25)  -0.81
C (-1.96, -1.48, 1.51)  -0.18
C (-1.14, -2.16, -1.42)  -0.16
C (-1.99, 0.89, -0.61)  -0.15
O (5.07, -2.47, -0.44)  0.24
O (0.30, -0.22, 0.17)  -0.30
Si (-1.31, -0.75, -0.09)  0.46
P (1.66, -2.46, 0.80)  0.78
H (5.13, 2.93, -0.59)  0.12
H (3.05, 3.33, 0.71)  0.14
H (5.67, 0.55, -1.15)  0.09
H (1.21, 1.41, 0.61)  0.14
H (-1.47, -2.22, 2.09)  0.00
H (-1.84, -0.58, 2.20)  0.05
H (-3.03, -1.66, 1.38)  0.02
H (-1.92, -2.14, -2.13)  0.00
H (-0.29, -1.72, -1.94)  0.02
H (-0.93, -3.12, -1.04)  0.00
H (-3.10, 0.95, -0.84)  0.06
H (-1.59, 1.69, -0.06)  0.00
H (-1.51, 1.04, -1.63)  0.06

Computed properties:
E_HOMO (spin up / spin down)	-6.1997 / -6.1952	eV
gap between HOMO and LUMO (spin up / spin down)	4.7 / 4.7	eV
E_LUMO (spin up / spin down)	-0.0547 / -0.0547	Ha
max |F|	5.2	eV Å⁻¹
relative energy (zero: lowest compared OMol25 entry of this formula, charge and spin)	276.23	kJ/mol

***

Record 3
Entry from the OMol25 dataset: a molecular structure, C38H26ClN10O4Ru (ωB97M-V with the def2-TZVPD basis set).

Last column: Löwdin charge in e.
CARTESIAN COORDINATES (ANGSTROEM)
Ru (-0.38, 0.19, 0.60)  1.28
C (-1.85, 3.99, 5.10)  -0.03
C (-2.21, 4.83, 4.05)  -0.04
C (-1.73, 4.64, 2.76)  0.03
C (-0.87, 3.58, 2.54)  -0.08
C (-0.34, 2.96, 1.33)  -0.21
N (0.23, 1.76, 1.67)  0.00
C (0.19, 1.60, 3.02)  -0.24
N (0.71, 0.57, 3.66)  0.26
C (0.78, -0.63, 3.16)  -0.22
C (1.37, -1.81, 3.76)  -0.09
C (2.24, -1.96, 4.83)  0.01
C (2.65, -3.25, 5.13)  -0.05
C (2.20, -4.34, 4.39)  -0.05
C (1.31, -4.19, 3.34)  0.01
C (0.89, -2.92, 3.02)  -0.08
C (0.01, -2.37, 2.00)  -0.21
N (-0.87, -3.00, 1.26)  0.25
C (-1.56, -2.42, 0.30)  -0.22
N (-1.12, -1.35, -0.43)  0.00
C (-2.02, -1.06, -1.41)  -0.24
N (-1.83, -0.14, -2.33)  0.25
C (-1.11, 0.94, -2.14)  -0.23
N (-0.71, 1.37, -0.91)  -0.05
C (-0.37, 2.69, -0.96)  -0.21
N (-0.35, 3.44, 0.11)  0.25
C (-0.32, 3.08, -2.37)  -0.08
C (0.07, 4.24, -3.01)  0.01
C (0.02, 4.27, -4.40)  -0.05
C (-0.44, 3.17, -5.13)  -0.05
C (-0.87, 2.02, -4.49)  0.01
C (-0.79, 1.97, -3.11)  -0.09
C (-3.16, -1.95, -1.28)  -0.10
C (-4.41, -1.96, -1.88)  0.03
C (-5.34, -2.86, -1.40)  -0.04
C (-5.05, -3.72, -0.34)  -0.04
C (-3.81, -3.70, 0.28)  0.02
C (-2.86, -2.81, -0.20)  -0.10
N (0.08, -1.01, 2.06)  -0.05
C (-0.51, 2.72, 3.61)  -0.09
C (-0.99, 2.91, 4.89)  0.03
H (-2.28, 4.15, 6.08)  0.12
H (-2.91, 5.63, 4.24)  0.12
H (-2.05, 5.27, 1.95)  0.12
H (2.57, -1.10, 5.38)  0.12
H (3.33, -3.41, 5.95)  0.11
H (2.55, -5.33, 4.65)  0.11
H (0.97, -5.05, 2.78)  0.12
H (0.43, 5.09, -2.45)  0.12
H (0.32, 5.16, -4.94)  0.11
H (-0.45, 3.22, -6.20)  0.11
H (-1.25, 1.18, -5.04)  0.12
H (-4.66, -1.26, -2.67)  0.12
H (-6.33, -2.89, -1.84)  0.11
H (-5.82, -4.39, 0.01)  0.12
H (-3.60, -4.33, 1.13)  0.13
H (-0.74, 2.22, 5.68)  0.12
O (-2.27, 0.16, 2.39)  -0.37
Cl (-3.45, 0.51, 1.63)  0.65
O (-4.12, 1.57, 2.27)  -0.28
O (-4.25, -0.64, 1.46)  -0.28
O (-2.96, 0.93, 0.34)  -0.37
N (1.86, -0.13, -0.14)  0.17
C (2.45, -0.19, -1.14)  -0.24
N (3.14, -0.25, -2.23)  -0.09
C (4.53, 0.17, -2.24)  -0.13
C (5.23, -0.40, -3.48)  -0.18
C (4.91, -1.89, -3.60)  -0.18
C (3.40, -2.14, -3.77)  -0.15
C (2.59, -0.89, -3.41)  -0.14
H (5.03, -0.20, -1.34)  0.13
H (4.59, 1.26, -2.24)  0.13
H (6.30, -0.25, -3.38)  0.12
H (4.90, 0.13, -4.38)  0.12
H (5.28, -2.40, -2.71)  0.11
H (5.45, -2.30, -4.46)  0.11
H (3.10, -2.97, -3.13)  0.11
H (3.17, -2.42, -4.79)  0.11
H (1.54, -1.15, -3.22)  0.13
H (2.60, -0.17, -4.24)  0.13

Computed properties:
E_HOMO (spin up / spin down)	-10.3277 / -10.3272	eV
gap between HOMO and LUMO (spin up / spin down)	5.1 / 5.1	eV
net charge	+1
E_LUMO (spin up / spin down)	-0.1909 / -0.1909	Ha
max |F|	2.0	eV Å⁻¹

***

Record 4
Entry from the OMol25 dataset: a molecular structure, C48H45CuN5O2P2S2 (ωB97M-V with the def2-TZVPD basis set).

Last column: Mulliken spin population.
CARTESIAN COORDINATES (ANGSTROEM)
Cu (-0.21, -1.39, 0.06)  0.63
C (-4.28, -0.13, 3.26)  0.01
S (-3.09, -1.39, 3.76)  0.01
C (-2.11, -1.62, 2.33)  0.01
S (-2.22, -0.58, 0.95)  0.16
N (-1.30, -2.64, 2.49)  0.00
N (-0.41, -2.73, 1.45)  0.07
C (0.22, -3.82, 1.28)  0.03
C (1.17, -3.87, 0.14)  -0.02
C (1.80, -5.04, -0.24)  0.00
C (2.59, -5.02, -1.37)  0.00
C (2.75, -3.84, -2.07)  0.00
C (2.10, -2.70, -1.60)  0.00
N (1.34, -2.72, -0.52)  0.05
H (-4.71, 0.26, 4.19)  0.00
H (-3.77, 0.67, 2.73)  0.00
H (-5.06, -0.56, 2.64)  0.00
H (0.03, -4.68, 1.91)  0.01
H (1.65, -5.95, 0.33)  0.00
H (3.08, -5.93, -1.71)  0.00
H (3.36, -3.79, -2.97)  0.00
H (2.20, -1.74, -2.09)  0.00
C (2.82, 2.00, 2.87)  0.00
N (2.34, 1.13, 1.78)  0.00
P (2.84, -0.51, 1.68)  -0.01
C (4.59, -0.41, 2.28)  0.00
C (5.04, -0.65, 3.58)  0.00
C (6.38, -0.48, 3.91)  0.00
C (7.29, -0.06, 2.95)  0.00
C (6.85, 0.19, 1.65)  0.00
C (5.52, 0.01, 1.32)  0.00
C (2.04, -1.31, 3.13)  0.00
C (1.08, -0.69, 3.92)  0.00
C (0.43, -1.40, 4.93)  0.00
C (0.73, -2.73, 5.15)  0.00
C (1.69, -3.36, 4.36)  0.00
C (2.33, -2.65, 3.36)  0.00
P (1.90, 1.78, 0.24)  -0.01
C (2.97, 3.28, 0.14)  0.00
C (4.22, 3.10, -0.48)  0.00
C (5.11, 4.16, -0.61)  0.00
C (4.76, 5.42, -0.15)  0.00
C (3.52, 5.61, 0.45)  0.00
C (2.64, 4.55, 0.59)  0.00
C (0.28, 2.58, 0.56)  0.00
C (-0.35, 3.20, -0.52)  0.00
C (-1.60, 3.78, -0.38)  0.00
C (-2.24, 3.76, 0.86)  0.00
C (-1.63, 3.14, 1.94)  0.00
C (-0.38, 2.54, 1.78)  0.00
H (2.88, 1.45, 3.80)  0.00
H (2.12, 2.83, 3.01)  0.00
H (3.80, 2.42, 2.65)  0.00
H (4.34, -0.98, 4.34)  0.00
H (6.71, -0.67, 4.92)  0.00
H (8.33, 0.08, 3.21)  0.00
H (7.56, 0.52, 0.89)  0.00
H (5.18, 0.19, 0.31)  0.00
H (0.82, 0.34, 3.74)  0.00
H (-0.33, -0.91, 5.52)  0.00
H (0.22, -3.28, 5.93)  0.00
H (1.93, -4.40, 4.53)  0.00
H (3.08, -3.15, 2.74)  0.00
H (4.48, 2.12, -0.85)  0.00
H (6.07, 4.00, -1.09)  0.00
H (5.44, 6.25, -0.27)  0.00
H (3.24, 6.59, 0.81)  0.00
H (1.68, 4.72, 1.07)  0.00
H (0.14, 3.20, -1.49)  0.00
H (-2.08, 4.25, -1.23)  0.00
H (-3.21, 4.22, 0.97)  0.00
H (-2.13, 3.10, 2.90)  0.00
H (0.08, 2.03, 2.62)  0.00
C (-8.09, -0.30, -2.09)  0.00
C (-6.96, -0.70, -3.01)  0.00
C (-7.25, -1.35, -4.20)  0.00
C (-6.24, -1.71, -5.08)  0.00
C (-4.93, -1.44, -4.77)  0.00
C (-4.62, -0.78, -3.58)  0.00
N (-3.28, -0.51, -3.22)  0.00
C (-2.24, -0.19, -4.08)  0.00
C (-2.46, 0.36, -5.35)  0.00
C (-1.39, 0.73, -6.15)  0.00
C (-0.08, 0.59, -5.71)  0.00
C (0.14, 0.07, -4.44)  0.00
C (-0.92, -0.33, -3.64)  0.01
C (-0.66, -0.91, -2.29)  -0.01
O (-1.04, -2.05, -1.98)  0.00
O (-0.07, -0.15, -1.42)  0.08
C (-5.63, -0.40, -2.69)  0.00
C (-5.26, 0.30, -1.41)  0.00
H (-9.04, -0.70, -2.45)  0.00
H (-8.18, 0.79, -2.03)  0.00
H (-7.93, -0.67, -1.07)  0.00
H (-8.29, -1.58, -4.44)  0.00
H (-6.48, -2.23, -6.00)  0.00
H (-4.13, -1.75, -5.43)  0.00
H (-3.02, -0.77, -2.28)  0.00
H (-3.47, 0.50, -5.70)  0.00
H (-1.58, 1.16, -7.12)  0.00
H (0.75, 0.90, -6.33)  0.00
H (1.15, -0.03, -4.06)  0.00
H (-4.46, 1.03, -1.58)  0.00
H (-4.89, -0.40, -0.65)  0.00
H (-6.11, 0.83, -0.98)  0.00

Computed properties:
expectation value of S²	0.75
2S+1	2
E_HOMO (spin up / spin down)	-7.1925 / -7.1917	eV
gap between HOMO and LUMO (spin up / spin down)	6.5 / 6.4	eV
E_LUMO (spin up / spin down)	-0.0272 / -0.0275	Ha
max |F|	0.6	eV Å⁻¹
relative energy (zero: lowest compared OMol25 entry of this formula, charge and spin)	100.59	kJ/mol